Computed, not measured: the molecule C3H2FN3O, with ωB97M-V/def2-TZVPD.

CARTESIAN COORDINATES (ANGSTROEM)
F 1.561 1.953 1.249
O -0.433 -0.880 0.674
N 0.747 1.157 -0.715
N -1.542 -1.434 -1.219
N 0.066 0.357 -1.407
C 0.922 1.007 0.635
C 0.369 -0.028 1.313
C -0.683 -0.686 -0.669
H -1.560 -1.209 -2.257
H 0.553 -0.237 2.395

Energy above the lowest of the compared OMol25 structures with the same formula, charge and spin ... 2.7457 eV
Energy ... -12375.6873 eV
HOMO ... -9.51 eV
SMILES ... [H]/N=c1\nnc(F)co1

***

Computed, not measured: an isolated ion of composition C3H2FN4O4 and charge +1, with ωB97M-V/def2-TZVPD.

CARTESIAN COORDINATES (ANGSTROEM)
F -3.606 0.480 -0.137
O 0.113 1.690 2.822
O 1.855 -0.898 -1.242
O 0.117 -1.730 -2.467
O 2.239 1.394 3.079
N -2.295 0.545 0.055
N 0.532 -1.055 -1.536
N 1.207 1.415 2.545
N 0.438 0.335 0.285
C 1.062 0.882 1.144
C -0.241 -0.258 -0.682
C -1.652 -0.216 -0.733
H 2.266 -1.726 -1.533
H -2.036 -0.857 -1.601

Energy above the lowest of the compared OMol25 structures with the same formula, charge and spin ... 4.8611 eV
Energy ... -19991.2040 eV
Charge ... +1
HOMO (alpha / beta) ... -14.15 / -14.15 eV
SMILES ... O=[N+](O)C(/C=N/F)=[N+]=C=[N+]([O-])[O-]

***

Computed, not measured: C3H2FNiO2 as an isolated structure, with ωB97M-V/def2-TZVPD.

CARTESIAN COORDINATES (ANGSTROEM)
Ni 1.583 -0.048 1.979
F -1.321 0.651 0.808
O 0.725 -1.484 0.949
O -0.821 0.665 -1.390
C -0.386 0.292 -0.076
C -0.422 1.702 -1.981
C 0.003 -1.100 0.006
H -0.127 -1.678 -0.925
H 0.767 0.999 0.630

Energy above the lowest of the compared OMol25 structures with the same formula, charge and spin ... 3.8814 eV
⟨S²⟩ ... 3.76
Multiplicity ... 4
Energy ... -50990.1016 eV
HOMO (alpha / beta) ... -6.86 / -9.08 eV

***

Computed, not measured: an isolated ion of composition C3H2FO3 and charge -1, with ωB97M-V/def2-TZVPD.

CARTESIAN COORDINATES (ANGSTROEM)
F 2.120 -1.790 -0.470
O -2.762 -0.342 0.636
O 0.435 -0.354 0.356
O -1.873 0.681 -1.184
C -1.921 0.212 -0.033
C -0.473 0.536 0.392
C 2.151 -0.681 0.329
H -0.208 1.598 0.291
H 2.530 0.141 -0.318

Energy above the lowest of the compared OMol25 structures with the same formula, charge and spin ... 4.6660 eV
Energy ... -12000.8735 eV
Charge ... -1
HOMO ... -3.97 eV

***

Computed, not measured: C3H2GaO4 as an isolated structure, with ωB97M-V/def2-TZVPD.

CARTESIAN COORDINATES (ANGSTROEM)
Ga 0.690 -1.595 -1.522
O 0.233 2.511 1.302
O -0.670 -2.508 -0.747
O 1.003 0.087 -1.167
O -1.344 -1.856 0.222
C 0.696 1.476 0.912
C -1.856 -1.001 0.826
C 0.439 1.048 -0.697
H 1.572 0.986 1.382
H -0.764 0.851 -0.512

Energy above the lowest of the compared OMol25 structures with the same formula, charge and spin ... 0.0000 eV
Energy ... -63658.1211 eV
Charge ... +3
HOMO (alpha / beta) ... -24.56 / -27.20 eV

***

Computed, not measured: C3H2HgO3 as an isolated structure, with ωB97M-V/def2-TZVPD.

CARTESIAN COORDINATES (ANGSTROEM)
Hg -1.663 0.191 1.608
O 0.815 -0.643 1.564
O 1.518 -0.154 -0.560
O -0.928 0.338 -0.383
C 0.867 0.222 -1.735
C 0.772 0.057 0.557
C -0.438 0.524 -1.595
H 1.431 0.063 -2.649
H -1.116 0.581 -2.456

Energy above the lowest of the compared OMol25 structures with the same formula, charge and spin ... 0.7737 eV
⟨S²⟩ ... 2.01
Multiplicity ... 3
Energy ... -13455.2587 eV
HOMO (alpha / beta) ... -7.36 / -8.19 eV

***

Computed, not measured: C3H2I2O2 as an isolated structure, with ωB97M-V/def2-TZVPD.

CARTESIAN COORDINATES (ANGSTROEM)
I -2.726 1.822 -0.139
I -2.756 -1.807 -0.148
O -1.800 0.067 2.998
O 0.046 -0.237 1.612
C -1.684 0.023 0.423
C -1.274 -0.051 1.918
C -0.124 0.116 0.239
H 0.231 -0.715 -0.360
H 0.133 1.050 -0.133

Energy above the lowest of the compared OMol25 structures with the same formula, charge and spin ... 0.8722 eV
Energy ... -23438.3768 eV
HOMO ... -9.89 eV

***

Computed, not measured: C3H2IN2 as an isolated structure, with ωB97M-V/def2-TZVPD.

CARTESIAN COORDINATES (ANGSTROEM)
I -2.496 -0.833 0.035
N 1.227 0.614 -0.866
N -0.207 1.787 0.794
C -0.508 -0.460 0.403
C 0.686 -0.535 -0.677
C 0.511 1.329 -0.024
H 0.915 -1.507 -1.076
H -0.127 -0.395 1.411

Energy above the lowest of the compared OMol25 structures with the same formula, charge and spin ... 1.1399 eV
Energy ... -14211.7770 eV
Charge ... +1
HOMO ... -15.68 eV

***

Computed, not measured: a 2-piece molecular cluster, C3H2IN3 overall, with ωB97M-V/def2-TZVPD.

CARTESIAN COORDINATES (ANGSTROEM)
I -3.819 -0.501 0.011
N -1.165 4.414 0.006
N -0.251 -0.214 -0.362
N -2.067 2.131 -0.018
C -2.673 1.135 -0.003
C 0.573 -0.432 0.438
C -1.559 3.323 0.000
H 1.232 -0.779 1.312
H -0.529 0.075 -1.290

Energy above the lowest of the compared OMol25 structures with the same formula, charge and spin ... 1.7698 eV
Energy ... -15690.0625 eV
Charge ... +2
HOMO ... -19.68 eV

***

Computed, not measured: the molecule C3H2INOS, with ωB97M-V/def2-TZVPD.

CARTESIAN COORDINATES (ANGSTROEM)
I 2.716 -0.391 -1.035
S -1.601 0.959 -0.227
O 0.679 -1.548 1.408
N -1.095 -0.223 0.855
C -0.065 0.906 -1.005
C 0.191 -0.701 0.702
C 0.762 0.015 -0.433
H -1.708 -0.562 1.580
H 0.122 1.547 -1.844

Energy above the lowest of the compared OMol25 structures with the same formula, charge and spin ... 0.0000 eV
Energy ... -25616.4159 eV
HOMO ... -8.66 eV
SMILES ... O=c1[nH]scc1I

***

Computed, not measured: C3H2KO3 as an isolated structure, with ωB97M-V/def2-TZVPD.

CARTESIAN COORDINATES (ANGSTROEM)
K 2.281 1.425 0.901
O 1.959 -1.240 0.692
O 0.802 -2.729 -0.654
O 0.489 1.094 -0.844
C -0.492 1.161 -0.053
C 1.386 -1.902 -0.088
C -1.772 0.755 0.015
H -2.329 0.613 -0.922
H -2.325 0.824 0.953

Energy above the lowest of the compared OMol25 structures with the same formula, charge and spin ... 0.0000 eV
⟨S²⟩ ... 0.75
Multiplicity ... 2
Energy ... -25609.4883 eV
HOMO (alpha / beta) ... -5.60 / -6.74 eV

***

Computed, not measured: C3H2KO4 as an isolated structure, with ωB97M-V/def2-TZVPD.

CARTESIAN COORDINATES (ANGSTROEM)
K -0.516 1.821 -0.063
O -0.155 -0.643 0.810
O -2.156 0.444 -0.649
O 1.378 0.565 -0.204
O 1.635 -1.672 -0.147
C -2.183 -0.823 -0.329
C -1.172 -1.466 0.328
C 1.067 -0.613 0.093
H -2.909 -1.477 -0.850
H -1.620 -2.294 0.943

Energy ... -27659.3661 eV
Charge ... -1
HOMO ... -2.81 eV

***

Computed, not measured: C3H2Li2O as an isolated structure, with ωB97M-V/def2-TZVPD.

CARTESIAN COORDINATES (ANGSTROEM)
O -0.987 -1.170 -0.015
C 0.438 1.316 0.055
C 1.030 0.152 0.181
C -0.109 -0.275 -0.646
Li -1.451 0.118 1.188
Li 0.556 -2.067 0.374
H -0.115 -0.318 -1.745
H 0.637 2.244 0.608

Energy ... -5597.0590 eV
HOMO ... -5.95 eV

***

Computed, not measured: C3H2LiMgNaO3 as an isolated structure, with ωB97M-V/def2-TZVPD.

CARTESIAN COORDINATES (ANGSTROEM)
Mg 2.425 1.030 0.740
Na -4.428 1.260 -0.044
O 4.042 -0.438 -0.877
O -2.109 0.133 0.543
O 1.160 0.121 -0.710
C 3.093 0.067 -1.116
C -0.897 0.350 0.533
C 0.073 -0.435 -0.378
Li -2.738 -1.686 0.763
H -0.386 1.042 1.203
H -0.235 -1.444 -0.657

Energy above the lowest of the compared OMol25 structures with the same formula, charge and spin ... 2.5313 eV
Energy ... -19334.0523 eV
Charge ... +2
HOMO (alpha / beta) ... -14.57 / -12.99 eV

***

Computed, not measured: C3H2LiMnO3 as an isolated structure, with ωB97M-V/def2-TZVPD.

CARTESIAN COORDINATES (ANGSTROEM)
Mn 2.841 -0.791 -0.246
O 0.047 1.611 -0.085
O 2.184 1.040 0.101
O 0.799 -0.406 -0.766
C 1.061 0.753 -0.349
C -1.173 1.140 0.004
C -2.269 0.699 0.243
Li -0.631 -1.613 -0.198
H -3.213 0.305 0.577
H 0.353 -2.737 0.720

Energy above the lowest of the compared OMol25 structures with the same formula, charge and spin ... 0.0000 eV
⟨S²⟩ ... 8.77
Multiplicity ... 6
Energy ... -40800.0662 eV
Charge ... +1
HOMO (alpha / beta) ... -12.30 / -11.78 eV

***

Computed, not measured: C3H2LiO3Pb as an isolated structure, with ωB97M-V/def2-TZVPD.

CARTESIAN COORDINATES (ANGSTROEM)
Pb 1.939 0.763 0.291
O 0.919 -0.683 -0.967
O 0.596 1.299 -1.228
O 0.676 -0.126 1.776
C -0.038 0.341 -0.839
C -1.206 0.251 0.195
C -0.334 -0.007 1.308
Li 1.057 -2.439 -0.842
H -1.868 -0.592 0.004
H -1.739 1.193 0.302

Energy above the lowest of the compared OMol25 structures with the same formula, charge and spin ... 1.3960 eV
Energy ... -14726.7090 eV
Charge ... +1
HOMO (alpha / beta) ... -10.23 / -9.76 eV

***

Computed, not measured: C3H2LiO3Sc as an isolated structure, with ωB97M-V/def2-TZVPD.

CARTESIAN COORDINATES (ANGSTROEM)
Sc -2.459 0.007 -1.408
O -0.457 0.107 -1.748
O -1.619 0.332 0.860
O 0.309 0.244 1.923
C 1.618 -0.559 -0.835
C 0.381 -0.067 -0.786
C -0.258 0.468 0.903
Li -1.791 1.047 2.769
H 2.347 -0.333 -0.072
H 1.930 -1.245 -1.607

Energy above the lowest of the compared OMol25 structures with the same formula, charge and spin ... 0.0000 eV
Energy ... -30172.1940 eV
Charge ... +2
HOMO (alpha / beta) ... -16.64 / -16.64 eV

***

Computed, not measured: C3H2LiO3Yb as an isolated structure, with ωB97M-V/def2-TZVPD.

CARTESIAN COORDINATES (ANGSTROEM)
Yb -4.275 0.372 -1.611
O -0.911 0.031 0.493
O 2.632 0.063 0.596
O -1.697 0.134 -1.584
C 0.397 -0.214 -0.022
C -1.933 0.137 -0.346
C 1.440 -0.080 1.003
Li 3.028 0.620 2.293
H 0.747 -1.388 0.143
H 0.570 0.323 -0.963

Energy above the lowest of the compared OMol25 structures with the same formula, charge and spin ... 0.0426 eV
⟨S²⟩ ... 0.75
Multiplicity ... 2
Energy ... -41015.2255 eV
HOMO (alpha / beta) ... -5.71 / -6.54 eV

***

Computed, not measured: C3H2MgO2Rb as an isolated structure, with ωB97M-V/def2-TZVPD.

CARTESIAN COORDINATES (ANGSTROEM)
Rb -1.055 2.931 -1.664
Mg -2.336 -1.378 0.690
O 0.391 1.179 0.493
O -0.672 -1.982 -0.366
C 1.138 -0.020 0.198
C -0.743 0.238 0.555
C -0.254 -0.757 -0.276
H 1.744 -0.372 1.041
H 1.787 0.161 -0.671

Energy ... -13328.4828 eV
Charge ... +1
HOMO (alpha / beta) ... -10.67 / -10.68 eV

***

Computed, not measured: C3H2N2 as an isolated structure, with ωB97M-V/def2-TZVPD.

CARTESIAN COORDINATES (ANGSTROEM)
N 1.351 -0.438 0.250
N 0.823 -1.500 0.178
C -0.269 0.758 -0.113
C -0.394 -1.136 -0.127
C -1.303 -0.272 -0.412
H 0.077 1.612 -0.743
H -0.284 0.977 0.968

Energy above the lowest of the compared OMol25 structures with the same formula, charge and spin ... 6.7920 eV
Energy ... -6115.6933 eV
HOMO ... -8.89 eV